Formula: C6H14NO
Source: the Open Molecules 2025 dataset
Level of theory: the ωB97M-V functional and the def2-TZVPD basis

Positions of all 22 atoms, in Å:
1 C 0.947 0.645 0.000
2 C 3.171 -0.610 0.202
3 C -1.453 -0.785 1.208
4 C -1.882 -0.445 -1.250
5 C 1.996 -0.216 -0.736
6 C -1.340 0.022 -0.001
7 N -1.619 1.569 0.249
8 O 1.007 1.669 0.616
9 H 3.919 -0.989 -0.430
10 H 2.984 -1.357 0.899
11 H 3.693 0.060 0.839
12 H -1.862 -1.743 1.071
13 H -1.857 -0.315 2.076
14 H -0.497 -1.059 1.600
15 H -2.875 0.007 -1.378
16 H -1.272 -0.154 -2.051
17 H -2.060 -1.484 -1.217
18 H 2.421 0.527 -1.358
19 H 1.558 -0.982 -1.335
20 H -0.808 1.854 0.744
21 H -2.541 1.465 0.712
22 H -1.630 2.323 -0.459

* multiplicity: 1
* highest occupied orbital energy: -12.20 eV
* charge: +1
* F_max: 0.1016 Eh/bohr
* energy relative to the best compared isomer or geometry (same formula, charge and spin): 81.9 kcal/mol

***

Formula: C38H31N2O7PdSSe
Source: the Open Molecules 2025 dataset
Level of theory: the ωB97M-V functional and the def2-TZVPD basis

Positions of all 81 atoms, in Å:
1 Pd 1.406 0.406 -0.646
2 O 0.682 0.962 1.092
3 C 0.079 2.196 1.346
4 C 0.170 3.177 0.158
5 C -0.510 2.668 -1.072
6 C -1.436 3.431 -1.765
7 C -2.070 2.900 -2.873
8 C -1.776 1.609 -3.264
9 C -0.817 0.897 -2.564
10 C -0.418 -0.493 -2.906
11 C -0.676 -1.422 -1.689
12 O -0.060 -0.953 -0.522
13 C -2.194 -1.406 -1.458
14 C -3.045 -1.995 -2.393
15 C -4.420 -1.932 -2.241
16 C -4.968 -1.278 -1.143
17 C -4.128 -0.696 -0.207
18 C -2.746 -0.759 -0.364
19 C -0.205 -2.852 -2.001
20 C 0.832 -3.118 -2.887
21 C 1.300 -4.412 -3.066
22 C 0.753 -5.463 -2.346
23 C -0.271 -5.206 -1.442
24 C -0.744 -3.913 -1.279
25 N -0.216 1.432 -1.490
26 C -1.364 1.925 1.801
27 C -2.448 2.732 1.483
28 C -3.710 2.475 2.011
29 C -3.902 1.402 2.864
30 C -2.825 0.578 3.177
31 C -1.572 0.839 2.651
32 C 0.787 2.883 2.533
33 C 1.976 2.378 3.036
34 C 2.614 3.011 4.097
35 C 2.072 4.150 4.669
36 C 0.876 4.656 4.174
37 C 0.239 4.024 3.118
38 H -0.235 4.149 0.435
39 H 1.228 3.308 -0.065
40 H -1.649 4.434 -1.423
41 H -2.797 3.487 -3.419
42 H -2.254 1.149 -4.116
43 H -0.952 -0.854 -3.784
44 H 0.647 -0.477 -3.130
45 H -2.622 -2.519 -3.244
46 H -5.066 -2.397 -2.976
47 H -6.043 -1.230 -1.018
48 H -4.540 -0.186 0.654
49 H -2.079 -0.312 0.360
50 H 1.319 -2.313 -3.421
51 H 2.112 -4.593 -3.761
52 H 1.125 -6.472 -2.480
53 H -0.704 -6.015 -0.865
54 H -1.538 -3.720 -0.568
55 H -2.326 3.577 0.819
56 H -4.542 3.116 1.747
57 H -4.882 1.203 3.280
58 H -2.966 -0.273 3.832
59 H -0.732 0.195 2.878
60 H 2.392 1.486 2.590
61 H 3.545 2.605 4.475
62 H 2.571 4.641 5.495
63 H 0.435 5.542 4.614
64 H -0.704 4.417 2.756
65 O 2.557 -2.483 -0.739
66 N 3.350 -2.707 0.224
67 C 3.724 -3.985 0.492
68 C 4.591 -4.289 1.510
69 C 5.105 -3.260 2.289
70 C 4.715 -1.966 2.018
71 C 3.827 -1.667 0.984
72 S 3.379 -0.021 0.656
73 H 3.272 -4.703 -0.178
74 H 4.861 -5.322 1.680
75 H 5.794 -3.466 3.098
76 H 5.092 -1.138 2.605
77 O 2.451 0.059 -2.442
78 Se 2.788 1.709 -2.687
79 O 1.628 2.394 -3.572
80 O 2.570 2.068 -1.025
81 O 4.284 1.996 -3.172

* multiplicity: 1
* highest occupied orbital energy: -5.03 eV
* charge: -1
* F_max: 0.0272 Eh/bohr
* energy relative to the best compared isomer or geometry (same formula, charge and spin): 24.6 kcal/mol

***

Formula: C22H68N4O10
Source: the Open Molecules 2025 dataset
Level of theory: the ωB97M-V functional and the def2-TZVPD basis

Positions of all 104 atoms, in Å:
1 C 4.245 -3.643 3.545
2 C 4.740 -4.709 2.697
3 C 3.726 -4.856 1.650
4 O 2.347 -5.204 2.063
5 C 1.455 -5.634 1.005
6 N 5.938 -4.248 2.071
7 H 4.962 -3.212 4.215
8 H 3.287 -3.706 4.109
9 H 4.074 -2.606 3.029
10 H 4.835 -5.682 3.116
11 H 4.236 -5.673 0.995
12 H 3.379 -4.042 1.039
13 H 1.751 -6.433 0.452
14 H 1.008 -4.769 0.524
15 H 0.494 -5.956 1.487
16 H 6.902 -4.327 2.586
17 H 5.783 -3.257 1.792
18 C -2.450 -2.062 -1.688
19 C -1.795 -1.087 -0.813
20 C -0.246 -1.155 -0.778
21 O 0.317 -0.148 0.083
22 C 0.159 -0.316 1.361
23 N -2.156 0.186 -1.284
24 H -2.307 -3.209 -1.600
25 H -1.945 -1.764 -2.568
26 H -3.501 -1.900 -1.618
27 H -2.171 -1.194 0.295
28 H 0.127 -1.252 -1.852
29 H -0.014 -2.163 -0.300
30 H -0.957 -0.173 1.609
31 H 0.620 0.381 1.794
32 H 0.607 -1.318 1.651
33 H -1.632 0.819 -0.813
34 H -3.105 0.426 -0.892
35 C 4.730 -0.122 1.529
36 C 4.656 -0.985 0.244
37 C 4.007 -0.303 -0.986
38 O 4.035 -1.231 -2.039
39 C 3.104 -1.024 -3.029
40 N 5.956 -1.522 -0.196
41 H 3.876 0.633 1.620
42 H 5.424 0.810 1.212
43 H 4.881 -0.569 2.447
44 H 3.974 -1.670 0.653
45 H 4.494 0.551 -1.317
46 H 2.943 0.204 -0.533
47 H 3.517 -1.340 -3.965
48 H 3.102 0.144 -3.274
49 H 1.953 -1.295 -2.803
50 H 6.670 -0.720 -0.391
51 H 5.725 -1.879 -1.078
52 C -1.880 5.927 0.563
53 C -1.043 4.644 0.232
54 C -1.713 3.318 0.603
55 O -1.827 3.343 2.002
56 C -2.599 2.210 2.540
57 N -0.889 4.637 -1.285
58 H -2.178 5.679 1.689
59 H -2.860 5.934 0.040
60 H -1.489 6.890 0.313
61 H -0.167 4.820 0.745
62 H -1.142 2.544 0.161
63 H -2.690 3.123 0.047
64 H -3.692 2.474 2.555
65 H -2.580 2.193 3.522
66 H -2.418 1.346 1.954
67 H -0.443 3.966 -1.370
68 H -0.449 5.410 -1.598
69 C -3.164 -2.556 3.693
70 O -2.257 -1.470 3.949
71 H -4.104 -2.375 4.276
72 H -2.628 -3.438 3.943
73 H -3.521 -2.331 2.664
74 H -1.591 -1.536 4.725
75 C -0.448 1.414 -3.724
76 O 0.624 2.094 -4.406
77 H -1.263 1.548 -4.275
78 H -0.715 1.999 -2.833
79 H -0.418 0.352 -3.749
80 H -0.080 2.497 -4.981
81 C -3.515 3.469 -3.503
82 O -3.261 4.686 -2.887
83 H -2.627 3.112 -4.120
84 H -4.327 3.366 -4.261
85 H -3.541 2.517 -2.812
86 H -2.558 4.603 -2.044
87 C -5.489 -0.058 0.591
88 O -4.859 1.023 -0.081
89 H -6.129 -0.457 -0.187
90 H -5.923 0.075 1.534
91 H -4.726 -0.733 0.675
92 H -5.337 1.182 -0.954
93 C 1.989 3.169 2.455
94 O 2.796 4.274 2.400
95 H 1.766 2.888 1.564
96 H 0.971 3.376 2.944
97 H 2.424 2.481 2.947
98 H 2.861 4.898 3.068
99 C -4.267 -0.601 -4.077
100 O -5.092 -1.561 -4.859
101 H -3.138 -0.788 -4.042
102 H -4.700 -0.505 -3.059
103 H -4.377 0.360 -4.577
104 H -5.076 -1.227 -5.764

* multiplicity: 1
* highest occupied orbital energy: -8.87 eV
* F_max: 0.3469 Eh/bohr
* energy relative to the best compared isomer or geometry (same formula, charge and spin): 324.2 kcal/mol

***

Formula: C19H20N4O2Ru
Source: the Open Molecules 2025 dataset
Level of theory: the ωB97M-V functional and the def2-TZVPD basis

Positions of all 46 atoms, in Å:
1 N 0.636 1.746 -0.356
2 C 0.666 2.904 -0.228
3 C 0.679 4.335 -0.157
4 H -0.353 4.714 -0.200
5 H 1.257 4.747 -0.997
6 H 1.142 4.649 0.791
7 N 2.022 -1.316 -0.699
8 C 2.998 -1.953 -0.764
9 C 4.197 -2.735 -0.840
10 H 4.873 -2.290 -1.583
11 H 3.944 -3.762 -1.140
12 H 4.694 -2.754 0.142
13 N -1.341 -1.288 -0.354
14 C -2.390 -1.783 -0.226
15 C -3.693 -2.371 -0.158
16 H -3.689 -3.182 0.587
17 H -3.974 -2.781 -1.139
18 H -4.424 -1.605 0.144
19 Ru 0.651 -0.424 0.549
20 C 0.570 -2.064 1.441
21 O 0.527 -3.148 1.876
22 C 2.118 0.314 1.441
23 O 3.092 0.792 1.878
24 C 0.950 1.040 -3.111
25 C -0.434 1.109 -2.988
26 C -1.191 -0.059 -2.988
27 C -0.563 -1.295 -3.110
28 C 0.822 -1.363 -3.226
29 C 1.579 -0.195 -3.229
30 H 1.551 1.958 -3.131
31 H -0.933 2.083 -2.908
32 H -2.284 -0.002 -2.908
33 H -1.154 -2.218 -3.131
34 H 1.312 -2.339 -3.337
35 H 2.669 -0.242 -3.344
36 C -2.128 1.388 4.345
37 C -1.115 2.153 3.774
38 C -0.394 1.644 2.690
39 N -0.652 0.425 2.167
40 C -1.661 -0.303 2.691
41 C -2.419 0.151 3.775
42 H -2.674 1.744 5.214
43 H -0.835 3.134 4.146
44 H 0.413 2.216 2.225
45 H -1.857 -1.274 2.228
46 H -3.203 -0.501 4.147

* multiplicity: 5
* highest occupied orbital energy (spin up / spin down): -21.49 / -21.98 eV
* charge: +4
* F_max: 0.1845 Eh/bohr
* energy relative to the best compared isomer or geometry (same formula, charge and spin): 0.0 kcal/mol

***

Formula: C20H28GaNO2S
Source: the Open Molecules 2025 dataset
Level of theory: the ωB97M-V functional and the def2-TZVPD basis

Positions of all 53 atoms, in Å:
1 O 0.016 -0.542 -2.321
2 C 1.227 -1.349 -2.680
3 C 0.875 -1.808 -4.026
4 H 1.292 -2.160 -1.943
5 H 2.105 -0.710 -2.718
6 C -0.402 -1.122 -3.582
7 H 0.883 -2.884 -4.138
8 H 1.444 -1.275 -4.781
9 C -1.545 -2.102 -3.435
10 H -1.306 -2.913 -2.743
11 H -1.769 -2.562 -4.401
12 H -2.461 -1.628 -3.102
13 C -0.588 -0.095 -4.649
14 H 0.312 0.516 -4.727
15 H -1.434 0.550 -4.487
16 H -0.706 -0.598 -5.616
17 Ga -0.291 1.061 -0.720
18 C -0.353 4.265 2.555
19 C 0.758 3.493 3.027
20 C 1.398 2.892 1.887
21 H 1.066 3.434 4.063
22 C 0.823 3.482 0.713
23 C -0.344 4.189 1.147
24 H -1.137 4.600 0.511
25 H -1.042 4.785 3.213
26 H 2.072 2.027 1.956
27 H 1.349 3.652 -0.228
28 C -3.135 1.724 3.574
29 C -3.110 2.455 2.375
30 C -3.214 1.540 1.282
31 H -2.987 3.540 2.271
32 C -3.159 0.234 1.802
33 C -3.090 0.339 3.243
34 H -3.019 -0.497 3.942
35 H -3.119 2.133 4.595
36 H -3.317 1.789 0.228
37 H -3.094 -0.672 1.196
38 O 1.682 -3.962 0.663
39 C 0.945 -2.660 0.491
40 C 1.953 -1.527 0.107
41 H 0.498 -2.251 1.464
42 H 0.145 -2.718 -0.299
43 C 3.351 -2.106 0.314
44 H 1.633 -0.525 0.484
45 H 1.861 -1.267 -0.934
46 C 3.086 -3.618 0.702
47 H 3.877 -1.614 1.137
48 H 4.031 -2.118 -0.567
49 H 3.631 -3.970 1.614
50 H 3.536 -4.316 -0.029
51 S -0.599 -0.164 2.842
52 C -0.366 1.080 3.943
53 N -0.259 1.954 4.787

* multiplicity: 1
* highest occupied orbital energy (spin up / spin down): -6.10 / -6.00 eV
* F_max: 0.1270 Eh/bohr
* energy relative to the best compared isomer or geometry (same formula, charge and spin): 174.7 kcal/mol

***

Formula: C4H7N4O
Source: the Open Molecules 2025 dataset
Level of theory: the ωB97M-V functional and the def2-TZVPD basis

Positions of all 16 atoms, in Å:
1 C 1.844 -0.714 -0.569
2 C 1.921 -1.353 -1.588
3 C -1.966 -0.472 -0.146
4 C 1.113 1.412 0.415
5 N 1.746 0.047 0.497
6 N -2.240 -0.508 1.140
7 N -0.878 0.436 -0.495
8 N -0.220 0.832 0.497
9 O -2.562 -1.156 -0.959
10 H 1.247 1.953 1.286
11 H 1.310 1.883 -0.462
12 H 1.940 -0.146 1.451
13 H -1.578 0.020 1.725
14 H -3.031 -1.049 1.236
15 H -0.850 0.668 -1.595
16 H 2.203 -1.852 -2.434

* multiplicity: 1
* highest occupied orbital energy (spin up / spin down): -13.76 / -13.76 eV
* charge: +1
* F_max: 0.0832 Eh/bohr
* energy relative to the best compared isomer or geometry (same formula, charge and spin): 93.3 kcal/mol

***

Formula: C32H39BBrClFN4O7S2
Source: the Open Molecules 2025 dataset
Level of theory: the ωB97M-V functional and the def2-TZVPD basis

Positions of all 88 atoms, in Å:
1 C 6.839 0.137 2.414
2 O 5.821 1.123 2.084
3 C 4.550 0.441 1.782
4 C 3.499 1.532 1.258
5 C 4.203 2.469 0.161
6 C 5.083 1.684 -0.929
7 O 6.317 1.941 -0.977
8 F 4.458 0.721 -1.789
9 O 3.387 2.449 2.407
10 B 2.261 2.019 3.256
11 C 1.462 3.114 4.192
12 C -0.141 3.145 3.914
13 O -0.574 4.100 3.209
14 Br -1.374 1.724 4.620
15 O 1.501 0.992 2.506
16 C 1.929 1.154 1.128
17 S 0.907 2.681 0.639
18 C 1.437 0.090 0.036
19 C 2.033 -1.393 0.196
20 C 1.943 -2.015 1.673
21 C 0.479 -1.985 2.327
22 S 0.742 -2.258 4.176
23 O 1.485 -3.570 4.433
24 O 1.633 -1.170 4.764
25 Cl -1.042 -2.193 5.251
26 H 7.656 0.217 1.615
27 H 6.436 -0.935 2.436
28 H 7.279 0.357 3.460
29 H 4.250 -0.096 2.745
30 H 4.788 -0.328 0.957
31 H 4.920 3.165 0.743
32 H 3.497 3.158 -0.415
33 H 2.823 1.335 4.082
34 H 1.556 2.737 5.284
35 H 1.901 4.171 4.184
36 H 1.365 3.158 -0.595
37 H 0.291 0.120 -0.015
38 H 1.810 0.481 -0.989
39 H 1.385 -2.076 -0.486
40 H 3.105 -1.491 -0.235
41 H 2.652 -1.511 2.427
42 H 2.272 -3.126 1.640
43 H -0.068 -0.985 2.250
44 H -0.234 -2.800 1.961
45 N 1.499 4.577 -2.508
46 C 1.388 4.347 -3.826
47 C 1.502 5.332 -4.793
48 C 1.741 6.634 -4.378
49 C 1.858 6.901 -3.022
50 C 1.731 5.845 -2.133
51 H 1.199 3.314 -4.100
52 H 1.407 5.088 -5.844
53 H 1.835 7.434 -5.105
54 H 2.043 7.906 -2.663
55 H 1.818 6.002 -1.063
56 N -2.388 -1.338 0.660
57 C -2.236 -2.157 -0.394
58 C -3.067 -2.152 -1.501
59 C -4.123 -1.252 -1.525
60 C -4.305 -0.394 -0.448
61 C -3.416 -0.475 0.611
62 H -1.399 -2.845 -0.327
63 H -2.895 -2.833 -2.323
64 H -4.797 -1.218 -2.375
65 H -5.118 0.321 -0.433
66 H -3.514 0.176 1.474
67 N -0.890 -3.468 -3.407
68 C 0.006 -2.968 -4.274
69 C 0.356 -3.586 -5.464
70 C -0.251 -4.793 -5.779
71 C -1.180 -5.333 -4.901
72 C -1.464 -4.636 -3.738
73 H 0.456 -2.025 -3.981
74 H 1.084 -3.136 -6.126
75 H -0.003 -5.309 -6.701
76 H -1.672 -6.274 -5.116
77 H -2.186 -5.016 -3.022
78 N -8.074 -2.675 -0.200
79 C -7.160 -1.993 0.511
80 C -7.326 -1.637 1.840
81 C -8.505 -2.001 2.475
82 C -9.467 -2.704 1.763
83 C -9.205 -3.016 0.439
84 H -6.257 -1.729 -0.029
85 H -6.554 -1.089 2.366
86 H -8.673 -1.739 3.514
87 H -10.399 -3.003 2.227
88 H -9.924 -3.567 -0.158

* multiplicity: 1
* highest occupied orbital energy: -4.25 eV
* charge: -1
* F_max: 0.1486 Eh/bohr

***

Formula: C5H11N
Source: the Open Molecules 2025 dataset
Level of theory: the ωB97M-V functional and the def2-TZVPD basis

Positions of all 17 atoms, in Å:
1 C 1.617 0.229 1.212
2 C 0.168 0.708 1.367
3 N -0.502 0.577 0.094
4 C -1.812 0.043 -0.144
5 C -0.578 -0.666 -0.622
6 C 0.016 -0.570 -2.017
7 H 2.320 0.861 1.761
8 H 1.736 -0.801 1.563
9 H 1.904 0.254 0.155
10 H -0.330 0.169 2.190
11 H 0.139 1.774 1.616
12 H -2.365 -0.393 0.695
13 H -2.437 0.594 -0.845
14 H -0.379 -1.600 -0.087
15 H -0.683 -0.803 -2.824
16 H 0.890 -1.224 -2.113
17 H 0.361 0.461 -2.142

* multiplicity: 1
* highest occupied orbital energy: -8.80 eV
* F_max: 0.0055 Eh/bohr
* energy relative to the best compared isomer or geometry (same formula, charge and spin): 34.1 kcal/mol

***

Formula: C25H33AlO2
Source: the Open Molecules 2025 dataset
Level of theory: the ωB97M-V functional and the def2-TZVPD basis

Positions of all 61 atoms, in Å:
1 O -1.390 0.049 -4.969
2 C -2.816 -0.186 -5.209
3 C -2.648 -0.413 -6.713
4 H -3.414 0.698 -4.965
5 H -3.179 -1.065 -4.666
6 C -1.149 -0.105 -6.401
7 H -3.129 0.335 -7.344
8 H -2.828 -1.437 -7.042
9 C -0.675 1.180 -7.057
10 H -1.380 2.001 -6.875
11 H -0.593 1.033 -8.144
12 H 0.312 1.463 -6.670
13 C -0.205 -1.254 -6.708
14 H -0.551 -2.188 -6.251
15 H 0.799 -1.020 -6.329
16 H -0.139 -1.402 -7.795
17 Al 0.877 0.108 2.563
18 C 2.452 -2.296 3.316
19 C 1.243 -1.708 3.795
20 C 0.241 -1.836 2.735
21 H 1.000 -1.518 4.837
22 C 0.886 -2.550 1.650
23 C 2.231 -2.767 2.003
24 H 2.974 -3.263 1.384
25 H 3.372 -2.412 3.885
26 H -0.838 -1.734 2.876
27 H 0.367 -2.973 0.793
28 C 3.264 0.983 3.322
29 C 3.851 0.329 2.220
30 C 3.158 0.684 1.045
31 H 4.744 -0.295 2.253
32 C 2.067 1.539 1.400
33 C 2.116 1.728 2.845
34 H 1.591 2.532 3.358
35 H 3.678 1.039 4.326
36 H 3.458 0.449 0.026
37 H 1.518 2.192 0.721
38 O -0.018 0.091 0.738
39 C 0.653 -0.261 -0.585
40 C -0.486 -0.651 -1.499
41 H 1.387 -1.059 -0.420
42 H 1.163 0.639 -0.946
43 C -1.682 0.129 -0.954
44 H -0.654 -1.734 -1.419
45 H -0.283 -0.406 -2.547
46 C -1.488 0.203 0.547
47 H -2.642 -0.309 -1.240
48 H -1.632 1.151 -1.349
49 H -1.965 -0.632 1.075
50 H -1.817 1.156 0.979
51 C -1.669 1.938 6.294
52 C -0.331 1.565 6.457
53 C 0.377 0.985 5.381
54 C -0.235 0.799 4.141
55 C -1.582 1.106 3.996
56 C -2.290 1.698 5.065
57 H -2.220 2.405 7.119
58 H 0.178 1.716 7.410
59 H 1.416 0.689 5.557
60 H -2.105 0.899 3.062
61 H -3.340 1.965 4.921

* multiplicity: 1
* highest occupied orbital energy: -7.39 eV
* F_max: 0.0428 Eh/bohr